1.
Computed, not measured: a 2-piece molecular cluster, C3H9O2S overall, with the ωB97M-V functional and the def2-TZVPD basis.

```
15
Properties=species:S:1:pos:R:3:mulliken_charge:R:1
C -0.10 -0.06 0.99 -0.594
O 0.12 1.25 0.74 -0.917
C 0.02 -0.99 -0.18 -0.492
C -0.88 -0.63 -1.32 -0.392
S -0.78 -1.97 -2.58 -0.340
H 0.58 -0.42 1.80 0.231
H -1.18 -0.15 1.42 0.177
H -0.21 -2.03 0.13 0.339
H 1.10 -0.98 -0.41 0.274
H -1.92 -0.62 -0.96 0.291
H -0.54 0.34 -1.71 0.319
H -0.87 -1.60 -3.84 0.077
H 0.81 2.43 1.74 0.463
H 2.31 2.42 2.05 0.262
O 1.54 2.99 2.13 -0.700
```

Values from the calculation:
LUMO level, eV: 3.062
Gap between HOMO and LUMO, eV: 6.18
ΔE to the lowest compared entry with this formula, charge and spin, eV: 0.766
Charge: -1
HOMO level, eV: -3.117

2.
Computed, not measured: C27H34BN8O4S2SeV as an isolated structure, with the ωB97M-V functional and the def2-TZVPD basis.

```
78
Properties=species:S:1:pos:R:3:mulliken_charge:R:1
V 0.79 0.06 0.00 -0.325
C 4.35 -2.53 0.01 -0.821
N 4.36 -1.62 1.11 0.531
C 4.81 -1.86 2.38 -0.650
C 4.63 -0.72 3.09 -0.670
N 4.10 0.23 2.27 -0.043
B 4.09 1.74 2.61 0.873
N 2.72 2.44 2.38 0.299
C 2.65 3.80 2.31 -0.699
C 1.35 4.18 2.27 -0.512
N 0.61 3.04 2.31 0.294
C -0.82 2.94 2.26 -0.837
C 1.46 1.98 2.35 -0.218
S 0.89 0.38 2.42 -0.474
C 3.91 -0.33 1.07 -0.171
S 3.29 0.39 -0.32 -0.557
H 4.10 -3.53 0.35 0.358
H 5.33 -2.55 -0.48 0.313
H 3.61 -2.18 -0.71 0.096
H 5.20 -2.81 2.68 0.478
H 4.85 -0.51 4.12 0.497
H 4.89 2.27 1.90 -0.179
H 4.35 1.84 3.78 -0.232
H 3.54 4.40 2.31 0.510
H 0.90 5.15 2.20 0.407
H -1.24 3.94 2.22 0.279
H -1.19 2.41 3.15 0.352
H -1.12 2.38 1.37 0.240
O 1.07 4.02 -4.09 -0.578
C 1.17 2.86 -4.69 0.373
O 1.34 2.77 -5.89 -0.669
C 1.08 1.64 -3.85 0.267
C 1.21 0.35 -4.30 -0.580
N 1.11 -0.47 -3.23 -0.341
N 0.93 0.23 -2.10 1.252
C 0.91 1.51 -2.45 -0.732
C 0.66 2.48 -1.36 0.990
O 0.56 3.71 -1.61 -0.964
O 0.53 1.97 -0.22 0.044
H 0.87 3.96 -3.07 0.471
H 1.34 -0.02 -5.30 0.555
H 1.22 -1.47 -3.21 0.056
C -7.72 0.62 -0.10 -1.516
C -6.23 0.47 -0.22 0.850
C -5.62 0.39 -1.46 -1.023
C -4.26 0.17 -1.58 0.484
C -3.63 0.09 -2.93 -1.492
C -3.48 0.02 -0.42 -0.028
Se -1.68 -0.61 -0.60 -0.042
C -4.07 0.18 0.84 1.027
C -3.28 0.11 2.11 -1.431
C -5.44 0.40 0.92 -0.817
H -8.18 0.64 -1.09 0.330
H -7.99 1.55 0.42 0.327
H -8.14 -0.21 0.47 0.323
H -6.22 0.48 -2.35 0.242
H -4.33 0.38 -3.71 0.403
H -3.28 -0.93 -3.13 0.275
H -2.76 0.74 -2.98 0.202
H -2.22 -0.03 1.91 -0.164
H -3.62 -0.71 2.74 0.401
H -3.40 1.04 2.68 0.344
H -5.90 0.50 1.90 0.393
C -0.06 -4.78 -2.00 -1.439
C 0.47 -3.92 -0.90 0.622
C 0.94 -4.21 0.35 -1.252
C 1.20 -2.97 0.97 0.143
N 0.93 -1.98 0.12 1.165
N 0.53 -2.57 -1.02 0.499
C 1.61 -2.81 2.39 -1.257
H 0.07 -5.83 -1.75 0.380
H 0.44 -4.58 -2.94 0.286
H -1.13 -4.59 -2.13 0.273
H 1.08 -5.18 0.80 0.471
H -0.09 -2.03 -1.62 0.039
H 2.25 -3.63 2.70 0.356
H 0.71 -2.81 3.01 0.294
H 2.11 -1.86 2.56 0.049
```

Values from the calculation:
<S²>: 0.795
LUMO level (alpha / beta), eV: 2.094 / 2.094
Gap between HOMO and LUMO (alpha / beta), eV: 5.51 / 5.06
2S+1: 2
Charge: -1
HOMO level (alpha / beta), eV: -3.413 / -2.965

3.
Computed, not measured: C37H29F6N5PS2SbW as an isolated structure, with the ωB97M-V functional and the def2-TZVPD basis.

```
82
Properties=species:S:1:pos:R:3:mulliken_charge:R:1
W 0.34 1.06 -0.47 1.013
N -1.68 -1.07 -3.51 -0.047
C -2.60 -1.48 -2.56 1.354
C -3.73 -2.27 -2.69 -1.180
C -4.46 -2.48 -1.54 -0.808
C -4.07 -1.91 -0.32 -1.268
C -2.95 -1.12 -0.20 -0.488
C -2.19 -0.92 -1.35 -0.305
N -1.00 -0.19 -1.58 1.052
C -0.77 -0.32 -2.90 0.014
C 0.38 0.36 -3.47 -0.629
C 0.82 0.52 -4.75 -0.051
S 2.20 1.52 -4.77 -0.010
C 2.12 1.69 -3.10 -0.319
N 1.13 1.02 -2.53 0.389
H -1.71 -1.28 -4.50 0.293
H -4.04 -2.69 -3.64 0.526
H -5.36 -3.09 -1.58 0.499
H -4.69 -2.07 0.55 0.568
H -2.70 -0.65 0.74 0.473
H 0.41 0.12 -5.67 0.501
H 2.82 2.32 -2.56 0.266
S 1.22 4.38 2.56 -0.226
C 1.68 2.97 3.37 -0.732
C 1.55 1.84 2.59 -1.154
C 1.05 2.10 1.28 1.093
C 0.83 3.48 1.16 0.785
C 0.39 4.08 -0.07 0.994
C 0.14 5.44 -0.26 -0.922
C -0.29 5.87 -1.50 -0.756
C -0.46 4.94 -2.53 -0.818
C -0.19 3.62 -2.28 -0.239
N 0.24 3.18 -1.07 0.489
H 2.04 3.03 4.39 0.561
H 1.84 0.88 2.98 0.354
H 0.26 6.13 0.56 0.505
H -0.49 6.92 -1.67 0.493
H -0.81 5.25 -3.51 0.523
H -0.35 2.88 -3.05 0.311
N 2.52 0.59 -0.32 -0.399
C 3.09 -0.10 0.86 0.475
C 4.40 0.14 1.23 -0.781
C 4.90 -0.52 2.35 -0.822
C 4.09 -1.40 3.06 -0.836
C 2.78 -1.63 2.66 -0.773
C 2.27 -0.96 1.56 0.032
P 0.62 -1.17 0.89 1.676
C 0.86 -2.62 -0.19 1.446
C 0.90 -3.91 0.36 -1.006
C 1.28 -4.99 -0.42 -0.935
C 1.64 -4.81 -1.74 -0.862
C 1.65 -3.53 -2.29 -1.139
C 1.26 -2.45 -1.51 -0.669
C -0.52 -1.54 2.22 0.773
C -0.56 -0.72 3.35 -0.617
C -1.44 -0.99 4.39 -0.761
C -2.29 -2.08 4.31 -0.810
C -2.27 -2.90 3.19 -0.956
C -1.40 -2.64 2.15 -0.831
H 3.00 1.49 -0.37 0.551
H 2.80 0.04 -1.14 0.580
H 5.03 0.83 0.68 0.537
H 5.91 -0.34 2.66 0.461
H 4.49 -1.91 3.93 0.515
H 2.15 -2.31 3.23 0.525
H 0.67 -4.07 1.40 0.512
H 1.30 -5.98 0.02 0.509
H 1.93 -5.66 -2.34 0.455
H 1.97 -3.38 -3.31 0.517
H 1.31 -1.46 -1.95 0.627
H 0.09 0.15 3.43 0.150
H -1.46 -0.35 5.25 0.518
H -2.97 -2.30 5.12 0.468
H -2.93 -3.76 3.13 0.530
H -1.41 -3.27 1.28 0.679
F -1.33 1.24 0.52 0.020
Sb -3.48 2.46 0.36 2.167
F -2.25 3.71 1.01 -0.529
F -3.52 1.62 2.02 -0.509
F -4.72 3.80 0.04 -0.487
F -4.63 1.12 -0.26 -0.514
F -2.69 2.47 -1.36 -0.590
```

Values from the calculation:
<S²>: 0.760
LUMO level (alpha / beta), eV: -10.966 / -10.589
Gap between HOMO and LUMO (alpha / beta), eV: 5.28 / 5.66
2S+1: 2
ΔE to the lowest compared entry with this formula, charge and spin, eV: 1.935
Charge: +3
HOMO level (alpha / beta), eV: -16.243 / -16.247

4.
Computed, not measured: C7H4AsI2NO4ReS4 as an isolated structure, with the ωB97M-V functional and the def2-TZVPD basis.

```
24
Properties=species:S:1:pos:R:3:mulliken_charge:R:1
Re 1.37 0.68 1.74 1.031
O 0.44 -1.17 1.78 -0.433
C -0.26 -1.76 0.91 0.247
C -0.56 -1.20 -0.37 0.334
C -1.35 -1.94 -1.27 -0.600
C -1.61 -1.40 -2.51 -0.445
C -1.12 -0.16 -2.90 -0.260
C -0.33 0.59 -2.02 -0.707
C -0.07 0.06 -0.79 0.770
O 0.72 0.81 0.09 -0.485
N -2.45 -2.18 -3.46 1.016
O -2.82 -3.26 -3.06 -0.550
O -2.64 -1.68 -4.53 -0.539
H -0.64 -2.75 1.18 0.507
H -1.75 -2.91 -1.01 0.574
H -1.36 0.20 -3.89 0.555
H 0.06 1.56 -2.31 0.507
S 1.50 4.39 5.16 0.058
As 0.96 3.45 3.33 0.766
S 2.52 2.56 1.95 -0.007
S -0.09 1.45 3.19 -0.021
S 0.38 5.47 3.60 0.055
I 3.41 -0.98 2.30 0.367
I 5.72 0.18 2.89 0.260
```

Values from the calculation:
LUMO level, eV: -13.434
Gap between HOMO and LUMO, eV: 5.32
Charge: +3
HOMO level, eV: -18.755

5.
Computed, not measured: a 4-piece molecular cluster, C26H54B3N3O4 overall, with the ωB97M-V functional and the def2-TZVPD basis.

```
90
Properties=species:S:1:pos:R:3:mulliken_charge:R:1
O -5.15 -2.34 -3.01 -0.552
C -3.97 -2.24 -2.80 0.119
C -3.05 -1.12 -3.43 -0.681
B -2.69 -0.05 -2.27 0.162
O -1.60 0.83 -2.55 -0.622
B -0.78 0.90 -1.41 1.238
O -1.31 1.05 -0.11 -0.578
B -2.63 0.60 -0.01 0.741
O -3.38 0.00 -1.04 -0.548
C -3.20 -3.25 -1.87 0.447
C -3.49 -3.35 -0.46 -0.088
C -2.68 -4.29 0.33 -0.524
C -1.65 -5.06 -0.34 -0.312
C -1.36 -4.97 -1.76 -0.728
C -2.15 -4.04 -2.55 -0.250
H -2.08 -1.63 -3.68 0.201
H -3.51 -0.64 -4.33 0.412
H 0.40 0.88 -1.56 -0.154
H -3.16 0.71 1.05 -0.171
H -4.29 -2.72 0.00 0.437
H -2.89 -4.36 1.42 0.378
H -1.03 -5.75 0.27 0.355
H -0.58 -5.55 -2.30 0.353
H -1.99 -3.91 -3.64 0.415
C -2.37 -1.37 3.29 -0.960
C -2.93 -0.99 4.66 -0.641
N -1.93 -0.95 5.71 0.121
C -2.50 -0.85 7.04 -0.711
C -3.29 0.42 7.39 -0.965
C -0.78 -0.09 5.46 -0.477
C -1.04 1.39 5.19 -1.041
H -1.85 -2.33 3.33 0.305
H -3.19 -1.47 2.57 0.370
H -1.69 -0.61 2.91 0.182
H -3.68 -1.75 4.92 0.435
H -3.47 -0.04 4.56 0.273
H -1.71 -0.99 7.79 0.358
H -3.17 -1.71 7.18 0.413
H -2.63 1.26 7.57 0.220
H -3.85 0.25 8.31 0.404
H -4.00 0.69 6.62 0.273
H -0.23 -0.50 4.60 0.128
H -0.07 -0.18 6.29 0.357
H -1.88 1.56 4.52 0.237
H -0.16 1.84 4.73 0.400
H -1.22 1.94 6.12 0.314
C 5.10 -2.82 1.26 -1.460
C 3.76 -2.91 0.55 -0.290
N 2.62 -2.53 1.37 0.247
C 1.34 -2.87 0.77 -0.779
C 0.95 -2.17 -0.53 0.227
C 2.70 -1.21 1.99 -0.199
C 2.85 0.00 1.06 -0.795
H 5.10 -3.42 2.18 0.327
H 5.89 -3.20 0.62 0.442
H 5.36 -1.79 1.52 0.300
H 3.63 -3.96 0.24 0.432
H 3.81 -2.32 -0.38 0.234
H 0.54 -2.70 1.51 0.165
H 1.33 -3.95 0.59 0.340
H 0.64 -1.14 -0.36 -0.324
H 0.10 -2.68 -0.98 -0.284
H 1.76 -2.17 -1.26 0.379
H 3.53 -1.21 2.69 0.340
H 1.81 -1.06 2.62 -0.140
H 3.58 -0.17 0.26 0.262
H 3.19 0.86 1.63 0.450
H 1.90 0.28 0.60 0.026
C 3.86 4.54 -6.35 -1.447
C 2.77 3.78 -5.61 -0.274
N 2.63 4.16 -4.22 0.161
C 1.78 3.26 -3.45 -0.873
C 0.30 3.18 -3.84 -0.080
C 2.42 5.58 -3.96 -0.679
C 1.20 6.25 -4.60 -0.952
H 4.82 4.43 -5.85 0.333
H 3.96 4.15 -7.37 0.433
H 3.63 5.60 -6.44 0.296
H 3.03 2.72 -5.66 0.417
H 1.82 3.89 -6.16 0.243
H 1.85 3.51 -2.39 0.315
H 2.20 2.25 -3.54 0.357
H -0.26 4.05 -3.49 0.187
H -0.15 2.30 -3.36 -0.289
H 0.15 3.07 -4.91 0.303
H 3.31 6.12 -4.28 0.393
H 2.38 5.75 -2.88 0.317
H 1.06 5.95 -5.64 0.240
H 1.33 7.33 -4.59 0.372
H 0.29 6.03 -4.05 0.281
```

Values from the calculation:
SMILES string: O=C(CB1OBOBO1)c1ccccc1.CCN(CC)CC.CCN(CC)CC.CCN(CC)CC
LUMO level, eV: 0.384
Gap between HOMO and LUMO, eV: 8.51
ΔE to the lowest compared entry with this formula, charge and spin, eV: 0.000
Charge: 0
HOMO level, eV: -8.126

6.
Computed, not measured: an isolated molecule of C4H9NO2, with the ωB97M-V functional and the def2-TZVPD basis.

```
16
Properties=species:S:1:pos:R:3:mulliken_charge:R:1
C -1.17 1.45 -0.33 -1.569
C -0.29 0.48 0.47 0.613
C -0.69 -0.98 0.21 -0.911
O -0.33 -1.84 1.25 -0.585
N 1.11 0.59 -0.01 -0.291
C 1.79 -0.56 -0.35 0.050
O 1.99 -1.53 0.37 -0.582
H -0.85 2.49 -0.23 0.399
H -2.20 1.38 0.03 0.382
H -1.16 1.18 -1.39 0.402
H -0.35 0.72 1.54 0.187
H -1.75 -1.10 -0.04 0.388
H -0.11 -1.23 -0.71 0.448
H 0.66 -1.85 1.21 0.424
H 1.24 1.31 -0.69 0.279
H 2.17 -0.59 -1.38 0.367
```

Values from the calculation:
SMILES string: C[C@@H](CO)NC=O
LUMO level, eV: 0.774
Gap between HOMO and LUMO, eV: 10.56
ΔE to the lowest compared entry with this formula, charge and spin, eV: 1.687
Charge: 0
HOMO level, eV: -9.786